[1]
The following is a quantum chemistry calculation of a structure of composition C34H43BN5OPdS, from the Open Molecules 2025 dataset.

Summary:
E_HOMO: -4.398 eV
Total charge: -1
Energy relative to the best compared isomer or geometry (same formula, charge and spin): 0.0 kJ/mol
Frontier orbital gap: 7.122 eV

Each line ends with the Mulliken charge.
CARTESIAN COORDINATES (ANGSTROEM)
Pd 0.815 -1.150 0.551  -0.554
N 4.494 -1.519 2.814  -0.513
C 3.366 -1.662 2.021  0.375
S 2.366 -0.229 1.878  -0.489
N 3.162 -2.828 1.504  -1.146
N 1.983 -2.904 0.773  0.716
C 1.829 -3.970 0.085  -0.731
C 0.690 -4.289 -0.752  0.534
C 0.783 -5.502 -1.453  -0.586
C -0.213 -5.964 -2.282  -0.810
C -1.372 -5.191 -2.403  -0.545
C -1.503 -4.001 -1.730  -0.370
C -0.481 -3.473 -0.891  0.371
O -0.696 -2.347 -0.297  -0.292
H 4.869 -0.585 2.834  0.228
H 5.178 -2.245 2.664  0.248
H 2.628 -4.712 0.133  0.192
H 1.687 -6.090 -1.323  0.303
H -0.106 -6.900 -2.814  0.387
H -2.184 -5.532 -3.037  0.401
H -2.409 -3.419 -1.824  0.146
C 2.159 3.315 1.170  -1.246
C 1.515 3.698 2.504  0.395
C 0.840 5.073 2.400  -1.496
C 0.605 2.680 3.190  0.879
C 0.678 2.657 4.582  -0.866
C -0.096 1.800 5.341  -1.586
C -0.969 0.934 4.708  -0.441
C -1.082 0.916 3.323  0.322
C -2.067 -0.045 2.680  2.507
C -1.797 -1.492 3.088  -1.490
C -3.506 0.364 3.004  -1.801
C -0.296 1.801 2.568  -0.030
N -0.411 1.758 1.154  0.609
B -0.003 0.684 0.266  2.041
N -0.331 1.232 -1.039  0.603
C -0.910 2.493 -0.894  -1.260
C -0.968 2.801 0.415  -0.893
C -0.291 0.551 -2.285  -0.135
C 0.944 0.274 -2.884  0.310
C 0.952 -0.422 -4.089  -0.395
C -0.225 -0.841 -4.684  -1.772
C -1.437 -0.560 -4.078  -0.263
C -1.494 0.137 -2.877  0.831
C -2.841 0.383 -2.220  1.429
C -3.796 1.126 -3.157  -1.842
C -3.455 -0.923 -1.719  -1.325
C 2.253 0.743 -2.278  2.531
C 2.799 1.943 -3.055  -1.763
C 3.289 -0.378 -2.197  -1.499
H 2.938 4.047 0.940  0.553
H 1.447 3.323 0.345  0.153
H 2.622 2.331 1.216  0.009
H 2.343 3.823 3.209  0.588
H 0.092 5.086 1.608  0.270
H 1.584 5.838 2.161  0.415
H 0.354 5.348 3.338  0.354
H 1.381 3.321 5.075  0.410
H -0.005 1.794 6.421  0.332
H -1.571 0.252 5.298  0.339
H -1.941 0.010 1.599  -1.273
H -1.949 -1.640 4.161  0.365
H -0.776 -1.779 2.835  0.129
H -2.469 -2.165 2.551  0.428
H -3.699 0.304 4.078  0.331
H -4.211 -0.299 2.497  0.452
H -3.706 1.388 2.683  0.377
H -1.259 3.063 -1.741  0.508
H -1.371 3.681 0.885  0.619
H 1.898 -0.644 -4.567  0.337
H -0.197 -1.399 -5.612  0.337
H -2.356 -0.913 -4.533  0.292
H -2.685 1.012 -1.347  -0.272
H -4.037 0.527 -4.038  0.326
H -3.360 2.065 -3.503  0.380
H -4.733 1.351 -2.643  0.461
H -3.615 -1.623 -2.544  0.385
H -4.421 -0.732 -1.244  0.437
H -2.789 -1.396 -0.995  0.026
H 2.052 1.066 -1.257  -1.337
H 3.018 1.670 -4.091  0.342
H 3.723 2.307 -2.597  0.435
H 2.078 2.762 -3.067  0.374
H 3.608 -0.707 -3.190  0.329
H 2.889 -1.237 -1.657  0.139
H 4.174 -0.029 -1.660  0.433

Cartesian forces (eV/Å) of the 2 atoms listed first:
Pd -0.2 -0.1 0.4
N 0.0 0.0 0.0

***

[2]
The following is a quantum chemistry calculation of a structure of composition C34H43CrF5N7O, from the Open Molecules 2025 dataset.

Summary:
Spin multiplicity: 2
E_HOMO (alpha / beta): -12.905 / -12.917 eV
Total charge: +2
Energy relative to the best compared isomer or geometry (same formula, charge and spin): 0.0 kJ/mol
Frontier orbital gap (alpha / beta): 6.890 / 8.191 eV

Each line ends with the Mulliken charge.
CARTESIAN COORDINATES (ANGSTROEM)
Cr -0.076 -0.715 -1.358  -0.184
C -2.356 -0.429 -3.533  -1.596
N -1.817 0.346 -2.387  1.573
C -1.594 1.721 -2.870  -1.585
C -2.765 0.277 -1.286  0.712
C -3.743 1.222 -1.028  -0.522
C -4.618 1.022 0.034  -1.060
C -4.514 -0.114 0.821  -1.070
C -3.531 -1.061 0.565  -0.494
C -2.657 -0.861 -0.492  -0.820
N -1.557 -1.682 -0.833  1.955
C -1.756 -3.001 -1.282  -0.325
C -2.894 -3.774 -1.057  -1.208
C -2.969 -5.048 -1.594  -0.905
C -1.933 -5.553 -2.370  -1.061
C -0.815 -4.772 -2.629  -0.579
C -0.738 -3.499 -2.099  0.454
N 0.363 -2.585 -2.377  1.388
C 0.477 -2.317 -3.827  -1.154
C 1.632 -3.208 -1.935  -1.283
H -3.340 -0.043 -3.811  0.331
H -2.451 -1.481 -3.271  0.437
H -1.681 -0.314 -4.378  0.471
H -2.463 2.081 -3.429  0.411
H -0.735 1.726 -3.541  0.305
H -1.408 2.386 -2.034  0.563
H -3.838 2.105 -1.641  0.493
H -5.386 1.753 0.237  0.466
H -5.203 -0.267 1.640  0.529
H -3.435 -1.937 1.192  0.693
H -3.719 -3.388 -0.481  0.522
H -3.848 -5.647 -1.414  0.460
H -2.003 -6.545 -2.789  0.445
H -0.027 -5.156 -3.260  0.413
H 0.722 -3.227 -4.379  0.397
H 1.270 -1.584 -3.983  0.341
H -0.465 -1.934 -4.201  0.313
H 2.456 -2.542 -2.183  0.404
H 1.782 -4.156 -2.453  0.494
H 1.598 -3.366 -0.861  0.245
N 0.188 1.202 -0.609  -0.276
C 0.900 2.118 -0.551  0.466
N 1.705 3.135 -0.541  0.064
C 1.431 4.336 -1.355  -0.788
C 0.916 5.447 -0.457  -0.516
C 1.895 5.715 0.682  -0.879
C 2.175 4.444 1.479  -0.535
C 2.652 3.321 0.573  -0.305
H 0.741 4.062 -2.150  0.451
H 2.384 4.611 -1.815  0.396
H -0.056 5.152 -0.050  0.246
H 0.755 6.344 -1.056  0.407
H 1.502 6.488 1.340  0.395
H 2.833 6.099 0.274  0.329
H 1.265 4.125 1.998  0.103
H 2.935 4.627 2.240  0.480
H 2.754 2.364 1.087  0.052
H 3.618 3.565 0.121  0.385
C 1.038 0.199 4.185  -1.289
C 0.480 0.620 2.807  1.090
N -0.707 -0.149 2.477  0.079
C -1.777 0.177 3.406  -0.404
C -1.319 -0.051 4.866  -0.779
N 0.024 -0.722 4.802  0.012
C -0.074 -1.988 3.998  -0.980
C -0.404 -1.571 2.548  0.350
H 1.173 1.030 4.875  0.318
H 1.968 -0.364 4.112  0.501
H 1.229 0.448 2.039  -1.358
H 0.218 1.677 2.807  0.570
H -2.642 -0.445 3.172  0.211
H -2.069 1.217 3.269  0.549
H -1.975 -0.711 5.431  0.413
H -1.180 0.873 5.426  0.279
H 0.324 -0.954 5.749  0.294
H -0.842 -2.598 4.472  0.275
H 0.888 -2.492 4.088  0.401
H -1.261 -2.134 2.178  0.307
H 0.443 -1.771 1.893  -0.402
F 6.359 0.850 -0.437  -0.313
C 5.133 0.347 -0.364  0.643
C 4.706 -0.305 0.786  0.340
F 5.531 -0.435 1.819  -0.309
C 3.416 -0.802 0.869  -0.510
F 3.032 -1.421 2.005  -0.430
C 2.502 -0.681 -0.183  1.485
O 1.275 -1.146 -0.081  0.470
C 2.972 -0.031 -1.320  -0.574
F 2.108 0.134 -2.368  -0.444
C 4.251 0.484 -1.428  0.106
F 4.619 1.126 -2.530  -0.342

Cartesian forces (eV/Å) of the 2 atoms listed first:
Cr -0.7 -0.4 0.0
C -0.2 0.0 0.0